1.
A 2-piece molecular cluster, C5H10N2O2 overall in a non-equilibrium geometry. Source: the Open Molecules 2025 dataset; level of theory: wB97M-V/def2-TZVPD.

```
19
C5H10N2O2 wB97M-V/def2-TZVPD
C -2.3584 -0.0736 1.2326
C 1.6302 -0.1691 -2.1604
C 0.4258 2.2064 0.9288
N 0.4373 -1.9349 0.4260
N -1.0004 -0.5229 1.3859
C 1.1314 0.4962 -0.9728
C 0.7025 1.2139 -0.0924
O -0.7777 -1.4751 0.5136
O 0.3934 -2.8640 -0.6117
H 1.2023 -3.3905 -0.4634
H -2.3729 1.0000 1.4436
H -2.9883 -0.5665 1.9679
H -2.7469 -0.2589 0.2277
H 1.5950 0.5182 -3.0158
H 1.0045 -1.0376 -2.3972
H 2.6592 -0.5120 -2.0106
H -0.5255 2.7071 0.7396
H 0.3635 1.7159 1.9016
H 1.2250 2.9473 0.9568
```

Kohn-Sham gap (alpha / beta), eV: 9.061 / 9.530
Highest occupied orbital energy (alpha / beta), eV: -8.542 / -8.740
ΔE to the lowest compared entry with this formula, charge and spin, eV: 9.1265

=====

2.
A 2-piece molecular cluster, C5H10N2O2S overall in a non-equilibrium geometry. Source: the Open Molecules 2025 dataset; level of theory: wB97M-V/def2-TZVPD.

```
20
C5H10N2O2S wB97M-V/def2-TZVPD
C -1.8380 1.0389 2.0660
C 0.1253 -1.3112 -2.1758
C 0.1860 0.9384 0.6736
C 0.3626 -2.5977 -1.5813
C 0.5608 2.3497 0.3124
N -0.8843 0.5769 1.4185
N 1.0521 -0.0713 0.5596
O 2.1191 -0.0160 -0.1161
O 0.7664 -1.2005 1.1381
S -0.9929 -0.1531 -1.7386
H -2.5406 0.2733 2.3203
H -2.0419 2.1513 2.0362
H 0.8406 -1.0996 -3.0149
H 0.6196 -3.2507 -2.2902
H -0.3274 -2.9402 -0.8342
H 1.1821 -2.3911 -0.7450
H -0.2652 2.8623 -0.2273
H 1.3643 2.2131 -0.2870
H 0.6326 3.0454 1.1244
H -0.9214 -0.4178 1.3610
```

Kohn-Sham gap, eV: 7.731
Highest occupied orbital energy, eV: -8.236
ΔE to the lowest compared entry with this formula, charge and spin, eV: 5.4019

=====

3.
One molecule with the formula C5H10N2O3 in a non-equilibrium geometry. Source: the Open Molecules 2025 dataset; level of theory: wB97M-V/def2-TZVPD.

```
20
C5H10N2O3 wB97M-V/def2-TZVPD
C 1.0284 0.0001 0.2458
C 2.3909 -0.4091 -0.2389
C 0.0282 -1.1378 0.0930
C -1.3660 -0.8365 0.7285
C -2.3579 -0.1661 -0.1672
H 1.4439 1.8602 -0.4771
H 0.6627 0.8691 -1.4687
H 1.0927 0.2946 1.2653
H -0.0324 -1.4341 -0.9766
H 0.4209 -2.0375 0.6521
H -1.2617 -0.2518 1.6554
H -1.9673 -1.7777 0.9963
H -2.9289 1.6856 -0.7523
H -1.3242 1.6423 0.0244
H 3.0027 0.9306 0.8698
N 0.6549 1.2180 -0.5205
N -2.2057 1.2021 -0.2586
O 2.5348 -1.2739 -1.0568
O -3.2085 -0.8068 -0.7541
O 3.3924 0.4287 0.1403
```

Kohn-Sham gap, eV: 9.855
Highest occupied orbital energy, eV: -9.657
ΔE to the lowest compared entry with this formula, charge and spin, eV: 0.7555
SMILES: NC(=O)CC[C@H](N)C(=O)O

=====

4.
A 2-piece molecular cluster, C5H10N2O6 overall in a non-equilibrium geometry. Source: the Open Molecules 2025 dataset; level of theory: wB97M-V/def2-TZVPD.

```
23
C5H10N2O6 wB97M-V/def2-TZVPD
N 2.4973 0.7473 2.7171
O 3.7265 0.8051 2.7131
C -1.6672 0.6724 -1.4493
C -0.9493 0.9886 -0.1875
C -0.0479 2.2461 -0.2934
C -0.0464 -0.2273 0.1697
C -0.7254 -1.5760 0.3937
O 0.0636 -2.6126 0.9087
N 0.9149 -2.9188 -0.2743
O 1.7764 -3.7437 -0.1027
O 0.6324 -2.2881 -1.3174
O 0.7023 0.0647 1.3688
O 1.7236 0.9285 0.9251
H -0.8926 0.5523 -2.1938
H -2.2175 -0.2459 -1.3523
H -2.3388 1.4467 -1.7698
H -1.6059 1.0958 0.6861
H 0.6563 2.0833 -1.1196
H -0.6510 3.1658 -0.5221
H 0.5093 2.4372 0.6284
H 0.6527 -0.3478 -0.6766
H -1.4125 -1.3733 1.2451
H -1.3009 -1.9004 -0.4968
```

Kohn-Sham gap (alpha / beta), eV: 7.029 / 7.039
Highest occupied orbital energy (alpha / beta), eV: -9.072 / -9.079
ΔE to the lowest compared entry with this formula, charge and spin, eV: 9.1232

=====

5.
A 2-piece molecular cluster, C5H10N2P overall in a non-equilibrium geometry. Source: the Open Molecules 2025 dataset; level of theory: wB97M-V/def2-TZVPD.

```
18
C5H10N2P wB97M-V/def2-TZVPD
C 0.8701 -1.3941 0.2537
C -1.5035 -0.3325 -0.3060
C 0.2193 1.0385 0.9225
C -0.5762 -1.2248 0.5567
C -0.7174 1.0701 -0.3470
N 0.5243 -0.3921 1.1793
N 0.1710 1.2628 -1.3866
P 1.3168 0.5693 -2.1027
H 1.2457 -2.1035 1.0046
H -1.8957 -0.7998 -1.2072
H -2.2979 -0.1203 0.3264
H 1.1527 1.4888 0.6611
H -0.2480 1.5220 1.7676
H -1.1270 -1.8743 1.1590
H -1.3029 1.9474 -0.2849
H 0.7621 -0.6753 2.0491
H 1.6338 -1.4918 -1.1092
H 1.7730 1.5094 -3.1363
```

Kohn-Sham gap, eV: 8.231
Highest occupied orbital energy, eV: -12.408
ΔE to the lowest compared entry with this formula, charge and spin, eV: 4.6064
Total charge: +1

=====

6.
One molecule with the formula C5H10N2S in a non-equilibrium geometry. Source: the Open Molecules 2025 dataset; level of theory: wB97M-V/def2-TZVPD.

```
18
C5H10N2S wB97M-V/def2-TZVPD
C -0.1983 -0.8374 -1.9106
C 1.3769 -1.2263 1.3949
C 0.3731 0.7329 -0.1662
C -0.7843 1.6761 -0.3894
C -0.5197 1.1181 0.9571
H -0.0260 -1.8899 -2.2477
H -0.1559 0.1678 -2.4552
H -1.2342 -0.8562 -1.8084
H 0.6666 -0.2209 1.9052
H 2.1216 -1.9106 2.0837
H 1.4109 1.0764 -0.1304
H -1.4947 1.2871 -1.0767
H -0.6395 2.8389 -0.2867
H -0.0330 1.8328 1.7091
H -0.6147 -1.3407 1.1770
N 0.3836 -0.6694 -0.5933
N 1.0702 -1.5526 0.1524
S -1.7025 -0.2261 1.6852
```

Kohn-Sham gap, eV: 8.915
Highest occupied orbital energy, eV: -8.063
ΔE to the lowest compared entry with this formula, charge and spin, eV: 6.7103
SMILES: C=NN(C)[C@H]1C[C@H]1S

=====

7.
One molecule with the formula C5H10N2S in a non-equilibrium geometry. Source: the Open Molecules 2025 dataset; level of theory: wB97M-V/def2-TZVPD.

```
18
C5H10N2S wB97M-V/def2-TZVPD
C 0.9516 -0.5498 -0.4906
C 1.1239 0.5493 0.2128
C -0.9376 1.2202 -0.6528
C -1.2239 0.1563 0.4434
C 0.0564 -0.4709 0.6907
H 2.8519 -1.5319 -0.7008
H 1.3667 -2.5452 -0.6232
H 0.3522 -0.3680 -1.3912
H 2.0988 0.7005 0.7369
H 0.2823 2.3587 0.7843
H -1.4837 2.0648 -0.5440
H -0.7650 0.7924 -1.7217
H -1.5455 0.6043 1.3095
H -3.1028 -1.5054 0.8949
H 0.4618 -0.8715 1.5816
N 1.7802 -1.6793 -0.2077
N 0.4739 1.7816 -0.1217
S -2.7411 -0.7059 -0.2006
```

Kohn-Sham gap, eV: 8.992
Highest occupied orbital energy, eV: -8.140
ΔE to the lowest compared entry with this formula, charge and spin, eV: 4.3029
SMILES: N[C@@H]1[C@H]2NC[C@@H](S)[C@@H]12

=====

8.
A 2-piece molecular cluster, C5H10N2S overall in a non-equilibrium geometry. Source: the Open Molecules 2025 dataset; level of theory: wB97M-V/def2-TZVPD.

```
18
C5H10N2S wB97M-V/def2-TZVPD
C -0.6727 -1.1122 -0.9593
C 2.6871 -0.2659 -0.0399
C -1.1537 1.7891 1.3333
C -0.5059 0.9298 0.2320
C -0.5190 -0.5383 0.1903
N -0.3687 -2.4329 -1.2656
N 2.2505 0.5987 -0.7370
S 3.3958 -1.0573 1.1207
H -0.9303 -0.4913 -1.7808
H -0.7707 2.8204 1.3143
H -2.1731 1.8975 1.3212
H -0.7131 1.6046 2.4331
H -1.0454 1.2455 -0.6763
H 0.5405 1.1457 0.3416
H -0.4455 -1.0976 1.0687
H -0.9370 -3.0392 -1.9817
H -0.3177 -2.8928 -0.4140
H 1.6787 0.8964 -1.5005
```

Kohn-Sham gap, eV: 9.056
Highest occupied orbital energy, eV: -8.166
ΔE to the lowest compared entry with this formula, charge and spin, eV: 2.6439
SMILES: CC/C=C/N.N=C=S

=====

9.
One molecule with the formula C5H10N2Si in a non-equilibrium geometry. Source: the Open Molecules 2025 dataset; level of theory: wB97M-V/def2-TZVPD.

```
18
C5H10N2Si wB97M-V/def2-TZVPD
C 1.7309 -0.0929 -0.8040
C 1.7050 -0.3922 0.7274
C 0.3122 0.3568 -1.0602
C 0.2853 0.1378 1.1682
C -0.5750 -0.3731 -0.0357
N 0.4078 1.6928 -0.3863
N 0.4193 1.5522 0.8007
Si -2.5304 -0.0368 -0.0630
H 2.4692 0.7398 -1.0141
H 1.9673 -1.0272 -1.4042
H 1.6884 -1.4164 1.0358
H 2.5217 0.1477 1.2268
H -0.2602 0.5845 -2.0209
H 0.1191 -0.2562 2.1222
H -0.5900 -1.4455 -0.0792
H -3.1797 1.2539 -0.5411
H -3.3112 -0.3705 1.2596
H -3.1796 -1.0549 -0.9321
```

Kohn-Sham gap, eV: 9.787
Highest occupied orbital energy, eV: -8.871
ΔE to the lowest compared entry with this formula, charge and spin, eV: 3.7164
SMILES: [SiH3][C@H]1[C@@H]2CC[C@H]1N=N2

=====

10.
An isolated ion of composition C5H10N3 and charge +1 in a non-equilibrium geometry. Source: the Open Molecules 2025 dataset; level of theory: wB97M-V/def2-TZVPD.

```
18
C5H10N3 wB97M-V/def2-TZVPD
C 0.7105 0.9423 -1.5276
C -1.0751 -0.4185 1.1420
C 0.1539 0.5465 0.8959
C 1.7204 0.0777 -2.1566
C -1.7445 -1.1110 0.0335
N -1.3796 -0.3720 2.3918
N 0.5625 0.8482 -0.2904
N 0.5807 1.1171 2.0589
H 0.5019 1.7853 -2.1497
H 2.5293 0.6585 -2.5124
H 2.1609 -0.6295 -1.3768
H 1.3439 -0.5437 -3.0613
H -1.1229 -1.0244 -0.8591
H -1.7509 -2.2373 0.2478
H -2.7223 -0.9268 -0.2787
H -2.1561 -1.0104 2.5695
H 0.1481 0.7320 2.8609
H 1.5391 1.5661 2.0122
```

Kohn-Sham gap, eV: 10.203
Highest occupied orbital energy, eV: -14.618
ΔE to the lowest compared entry with this formula, charge and spin, eV: 2.3525
SMILES: [H]/N=C(\C)C(=[NH2+])/N=C/C
Total charge: +1

=====

11.
An isolated ion of composition C5H10N3 and charge +1 in a non-equilibrium geometry. Source: the Open Molecules 2025 dataset; level of theory: wB97M-V/def2-TZVPD.

```
18
C5H10N3 wB97M-V/def2-TZVPD
C 0.8305 -1.4022 1.6696
C 0.5303 1.3682 -0.4207
C -0.5962 -1.3746 1.9251
C -1.1207 -0.3225 0.9344
C -0.5372 0.0150 -1.6803
N 1.8819 -1.8114 1.5146
N -0.1354 0.1448 -0.2679
N 1.4733 1.6505 -1.2144
H 0.7982 2.0672 0.2947
H -0.9391 -2.3798 1.8728
H -0.7163 -1.1244 3.0980
H -2.0703 -0.7200 0.4213
H -1.1932 0.6390 1.3046
H -1.5736 0.0455 -1.8256
H -0.1925 0.6861 -2.4497
H -0.1998 -0.9475 -1.9246
H 2.0333 2.5403 -1.2355
H 1.7270 0.9259 -2.0161
```

Kohn-Sham gap, eV: 10.481
Highest occupied orbital energy, eV: -14.685
ΔE to the lowest compared entry with this formula, charge and spin, eV: 4.8714
SMILES: CN(C=[NH2+])CCC#N
Total charge: +1

=====

12.
An isolated ion of composition C5H10N3O and charge +1 in a non-equilibrium geometry. Source: the Open Molecules 2025 dataset; level of theory: wB97M-V/def2-TZVPD.

```
19
C5H10N3O wB97M-V/def2-TZVPD
C -0.5870 -0.0800 -1.9883
C -1.6376 0.5835 -1.0979
C -1.5315 0.0827 0.3396
C 1.7101 -0.4237 -0.9755
C 0.7176 -0.6268 1.2381
N 1.8647 -0.4615 0.4431
N 0.4087 -0.5081 -1.2661
N -0.2275 0.3812 0.7916
O -0.8273 -0.1367 -3.1861
H -1.5230 1.7138 -1.2765
H -2.7238 0.3684 -1.5915
H -2.2839 0.5924 0.8662
H -1.6201 -0.9721 0.4497
H 2.2268 0.4121 -1.3794
H 2.2849 -1.2547 -1.4314
H 0.1903 -1.6232 1.0762
H 1.1430 -0.5328 2.3893
H 2.6028 -0.7419 0.9632
H 0.3181 1.2539 0.8575
```

Kohn-Sham gap (alpha / beta), eV: 6.594 / 6.538
Highest occupied orbital energy (alpha / beta), eV: -14.082 / -14.069
ΔE to the lowest compared entry with this formula, charge and spin, eV: 5.9227
Total charge: +1